DFT (wB97M-V/def2-TZVPD) results for 9 unconnected molecules or ions with the total composition C24H37F6N5O10.

Positions of all 82 atoms, in Å:
C: -27.1619 26.8126 -0.7507
C: -25.6577 26.8200 -0.3423
O: -25.4619 26.7647 1.0623
C: -24.5740 26.0686 1.7420
O: -23.6444 25.4545 1.2378
C: -24.7430 26.1564 3.2805
F: -26.0277 26.2990 3.6075
F: -24.2461 25.1390 3.9352
F: -24.1245 27.2148 3.6888
H: -27.3210 26.7847 -1.8287
H: -27.7630 27.6366 -0.3661
H: -27.5481 25.8787 -0.3424
H: -25.1800 27.6299 -0.8935
H: -25.1895 25.9586 -0.8185
C: -25.3633 24.4924 7.6975
C: -25.0205 25.8150 6.9869
O: -24.6946 26.8387 7.8962
C: -24.4645 28.1480 7.5059
O: -24.4960 28.5085 6.3354
C: -24.4684 29.1997 8.6170
F: -23.6421 30.2094 8.3131
F: -25.7558 29.6873 8.7735
F: -24.1810 28.6146 9.7456
H: -25.2574 23.6878 6.9698
H: -26.3683 24.6019 8.1051
H: -24.6413 24.2793 8.4858
H: -25.7134 26.0834 6.1893
H: -24.0893 25.6888 6.4345
C: -26.3284 25.6192 -4.0351
O: -26.1834 24.6780 -5.0827
C: -26.8224 24.8895 -6.1894
O: -27.7138 25.7791 -6.3196
O: -26.3945 24.0686 -7.1444
C: -26.6544 24.2387 -8.4823
H: -27.3512 25.9796 -3.9245
H: -25.6000 26.4204 -4.1598
H: -26.1873 25.1400 -3.0663
H: -26.0757 23.5702 -9.1198
H: -26.3692 25.2549 -8.7547
H: -27.7358 24.2203 -8.6177
C: -28.5181 26.3905 5.9687
O: -29.8515 26.5990 6.3705
C: -30.3374 25.9404 7.4402
O: -29.8405 24.9801 8.0285
O: -31.5203 26.4914 7.7863
C: -32.1199 26.2913 9.0776
H: -27.7779 27.0803 6.3741
H: -28.4830 26.4905 4.8838
H: -28.0991 25.4070 6.1811
H: -32.9437 26.9990 9.1710
H: -31.3972 26.5989 9.8334
H: -32.4175 25.2849 9.3718
C: -26.2309 29.5011 -2.9577
C: -27.6047 29.2118 -3.5075
N: -28.6858 29.0042 -3.8891
H: -25.6423 28.5837 -2.9502
H: -26.4215 29.6307 -1.8923
H: -25.7787 30.4007 -3.3750
C: -25.7667 30.2306 1.7423
C: -25.9436 31.3888 0.9050
N: -26.1382 32.2803 0.1919
H: -24.7559 30.1909 2.1485
H: -25.9132 29.3718 1.0872
H: -26.4552 30.3235 2.5822
C: -21.4337 24.3401 -1.0854
C: -20.3703 24.9732 -0.3614
N: -19.4695 25.5429 0.1494
H: -21.8216 23.5182 -0.4837
H: -21.1458 24.0626 -2.0994
H: -22.2855 25.0184 -1.1350
C: -30.7678 27.5468 1.9374
C: -29.4604 28.2179 1.9674
N: -28.4134 28.7429 1.9532
H: -31.3441 27.8671 1.0694
H: -31.2856 27.7380 2.8773
H: -30.5208 26.4851 1.9417
C: -21.1114 24.8842 3.0539
C: -21.7109 23.5772 2.8989
N: -22.1722 22.4981 2.9216
H: -21.5831 25.2246 3.9758
H: -21.4919 25.4537 2.2060
H: -20.0276 24.8481 3.1635

Results
Spin multiplicity ... 2
Total charge ... -1
LUMO (spin up / spin down) ... 0.0557 / 0.0542 hartree
HOMO energy (spin up / spin down) ... 0.000 / -0.194 Ha
Frontier orbital gap (spin up / spin down) ... 0.055 / 0.248 hartree


DFT (wB97M-V/def2-TZVPD) results for a single C3H7NO molecule.

Positions of all 12 atoms, in Å:
C: -0.1363 -1.4184 0.3398
C: 0.0246 0.0104 0.8744
N: 0.5320 0.9372 -0.1227
C: -0.1949 1.3056 -1.2160
O: -1.3640 1.0383 -1.4200
H: -0.6750 -2.0346 1.0688
H: 0.8294 -1.8989 0.1438
H: -0.7207 -1.3999 -0.5796
H: 0.7206 0.0335 1.7206
H: -0.9469 0.3629 1.2375
H: 1.5149 1.1628 -0.1224
H: 0.4164 1.9010 -1.9243

Results
Energy relative to the best compared isomer or geometry (same formula, charge and spin) ... 40.9 kJ/mol
LUMO ... 0.0332 hartree
HOMO energy ... -0.361 Ha
Frontier orbital gap ... 0.394 hartree
SMILES ... CCNC=O


DFT (wB97M-V/def2-TZVPD) results for a gas-phase ion, C32H46N (charge +1).

Positions of all 79 atoms, in Å:
C: 2.9836 2.9117 4.1705
C: 2.0322 3.0906 5.4702
C: 1.2908 1.7401 5.9295
C: 2.3251 0.5314 6.2068
C: 2.1487 -0.6298 5.0864
C: 2.1463 -2.0813 5.7903
C: 0.7501 -2.8673 5.4672
C: 0.9727 -3.5897 4.0177
C: -0.4225 -4.0196 3.3506
C: -0.2541 -4.6741 1.8587
C: -1.6106 -4.3308 1.0602
C: -1.4143 -3.4574 -0.2730
C: -0.4219 -2.1990 -0.1255
C: -1.1375 -0.8077 0.1983
C: -1.9997 -0.6053 1.4977
N: -2.6361 0.6583 1.8545
C: -2.5010 1.8251 0.9955
C: -1.7156 1.7944 -0.3474
C: -1.5760 3.0796 -1.2659
C: -0.7755 3.0287 -2.6195
C: -0.6850 4.3851 -3.4593
C: 0.8933 4.8131 -3.5170
C: -0.1159 1.6825 -3.0761
C: 0.6853 1.5155 -4.4621
C: -0.2905 1.1501 -5.7047
C: -1.6862 1.8352 -5.9386
C: -2.6086 1.4712 -7.1675
C: -2.2164 0.3752 -8.2285
C: -0.8365 -0.3355 -7.9769
C: -0.3980 -1.4877 -8.9996
C: 0.0988 0.0519 -6.7731
C: -0.2399 0.4305 -2.1291
C: -1.0101 0.4381 -0.7760
H: 2.5444 3.5419 3.3165
H: 4.0197 3.3447 4.4276
H: 3.1065 1.8005 3.8834
H: 1.2308 3.8569 5.1910
H: 2.6952 3.4719 6.3254
H: 0.7710 1.9612 6.9403
H: 0.5254 1.4639 5.1217
H: 2.0512 0.0618 7.2220
H: 3.3920 0.9503 6.1957
H: 1.2068 -0.4715 4.4271
H: 3.0469 -0.5852 4.3753
H: 2.9720 -2.7094 5.2847
H: 2.3951 -2.0678 6.9098
H: -0.1561 -2.1683 5.4772
H: 0.6135 -3.6295 6.3152
H: 1.5486 -4.5707 4.2459
H: 1.5987 -2.8623 3.3831
H: -1.1133 -3.0982 3.3265
H: -0.9166 -4.8266 4.0023
H: 0.7088 -4.3260 1.3416
H: -0.1294 -5.8167 2.0105
H: -2.0513 -5.3492 0.7185
H: -2.4014 -3.9017 1.7899
H: -1.0677 -4.0757 -1.1796
H: -2.4580 -3.0461 -0.5628
H: 0.4259 -2.3323 0.6290
H: 0.0921 -2.0685 -1.1565
H: -2.1142 -1.5009 2.1922
H: -3.1625 0.6976 2.7514
H: -3.0080 2.7834 1.3762
H: -2.0730 4.0442 -0.8995
H: -1.2362 5.2175 -2.8909
H: -1.1370 4.3295 -4.5061
H: 1.5333 3.8877 -3.2571
H: 1.1835 5.1921 -4.5621
H: 1.0757 5.5882 -2.6934
H: 1.4578 0.6524 -4.4279
H: 1.2561 2.4583 -4.7736
H: -2.1070 2.6220 -5.2291
H: -3.6020 2.0299 -7.2840
H: -2.9185 0.1264 -9.0964
H: 0.1466 -2.2925 -8.3677
H: 0.2505 -1.1058 -9.8676
H: -1.3575 -2.0162 -9.3780
H: 1.1131 -0.4624 -6.6324
H: 0.2737 -0.5219 -2.5298

Results
Total charge ... +1
Energy relative to the best compared isomer or geometry (same formula, charge and spin) ... 1216.5 kJ/mol
LUMO ... -0.1672 hartree
HOMO energy ... -0.388 Ha
Frontier orbital gap ... 0.220 hartree
SMILES ... CCCCCCCCCCCCCc1c[nH+]cc2cc(CC)c(Cc3cccc(C)c3)cc12


DFT (wB97M-V/def2-TZVPD) results for a single C4H8OS molecule.

Positions of all 14 atoms, in Å:
C: 0.2055 1.5989 -0.2975
C: 0.0646 0.0844 -0.0315
C: 0.3490 -0.4840 1.2688
S: -0.4381 -2.1990 1.5529
C: -0.0102 -0.7787 -1.1989
O: -1.1606 -0.4135 -0.4940
H: -0.5032 2.1963 0.3742
H: 1.2615 2.1251 -0.4186
H: -0.3839 1.9022 -1.3181
H: 1.5178 -0.4053 1.5248
H: -0.1605 0.2240 1.9502
H: -1.3057 -1.8635 0.3395
H: 0.4331 -1.8956 -1.1873
H: 0.1306 -0.0912 -2.0644

Results
Energy relative to the best compared isomer or geometry (same formula, charge and spin) ... 309.7 kJ/mol
LUMO ... 0.0313 hartree
HOMO energy ... -0.321 Ha
Frontier orbital gap ... 0.353 hartree
SMILES ... C[C@]1(CS)CO1